A 10-piece molecular cluster, C30H63Br2N5O4S4 overall in a non-equilibrium geometry. Source: OMol25; level of theory: ωB97M-V/def2-TZVPD.

Geometry as XYZ:
```
108
Properties=species:S:1:pos:R:3:forces:R:3:mulliken_charge:R:1
C 4.643965 -5.970593 0.593487 0.0 0.0 0.3 -0.9630
C 3.929680 -1.454496 2.758028 -0.2 0.0 -0.1 0.0319
N -0.439364 2.194129 -0.139921 0.0 -0.2 0.1 0.0994
C 0.498947 0.142098 6.849745 0.1 0.7 0.3 -0.5907
H 1.437567 -0.182332 6.413328 0.0 0.0 -0.1 0.2482
H 1.793184 -1.773479 -5.163433 0.0 0.3 0.0 0.5439
H 4.158893 -3.581277 -2.842166 -0.3 -0.4 0.0 0.1035
H 0.803599 2.281540 -4.007656 0.0 -0.1 0.2 0.1735
C -0.116861 2.787348 3.354434 -0.5 0.1 -0.2 -0.1331
N -3.356251 1.855691 1.447168 0.1 0.1 0.1 -0.4503
H -1.268912 -0.748986 -0.968354 -0.2 0.1 0.3 -0.4029
C 5.162004 -0.113370 0.463170 0.3 -0.4 0.3 -1.4255
H 0.983820 -0.580043 -4.118582 0.0 0.0 0.2 0.1756
H -3.953931 -1.087881 1.146891 0.4 -0.1 -0.3 0.2031
H -4.088830 7.061014 -1.126355 -0.1 -0.2 0.0 0.3266
H -2.276375 -3.924758 -3.023436 -0.1 -0.1 0.3 0.4025
H 4.501018 -1.790727 -0.569568 -0.1 -0.5 0.2 -0.2324
S -0.787125 -1.129704 6.815428 0.0 0.2 0.0 0.5341
H -0.969875 -0.379877 2.079084 -0.1 -0.1 0.0 0.1134
H 4.235069 0.432013 0.280251 0.1 0.2 0.0 0.2681
H 4.314122 -2.849649 -4.441451 0.1 -0.4 0.0 0.4650
C 2.301650 2.360933 -2.423631 -0.2 -0.3 0.0 -0.7065
H 1.661287 -4.865696 -1.199476 -0.1 0.0 0.0 0.1541
H 0.803152 -2.376026 -3.885020 -0.1 0.2 0.4 0.2339
C 3.741209 -1.999252 1.415620 0.9 -0.4 -0.5 1.7966
H 5.664351 -6.276849 0.375467 0.0 -0.1 0.0 0.3625
H -5.890144 1.717784 -0.367356 -0.2 -0.1 0.0 0.3228
N 1.744409 5.694721 -1.267810 0.0 0.0 0.1 -0.5980
C -4.307470 1.478646 0.928043 0.1 -0.1 0.1 0.3027
H 0.806655 -2.006975 0.204693 -0.2 0.0 -0.1 0.0446
C -2.360179 4.915459 -0.058588 0.5 0.3 0.2 1.2165
C -4.663546 -1.557918 -4.415315 0.1 1.0 0.3 -0.8417
C -0.646803 -1.365300 1.717124 -0.5 0.8 0.7 -1.0436
H 0.902242 -1.938643 5.294167 0.0 0.1 0.1 0.0121
H -2.940191 6.246208 1.587813 0.5 -0.4 -0.1 0.1953
C 2.246391 -5.246088 -0.366310 -0.3 0.3 0.5 -0.6907
H 2.125571 3.298674 -4.381159 0.2 0.1 0.2 0.3494
C 0.286363 -1.117400 0.553207 0.1 0.2 0.3 0.5875
H 0.339617 -0.457446 -1.497241 0.2 0.1 0.1 -0.7290
C 1.495025 2.991164 -3.541547 -0.2 0.3 -0.6 -0.5240
H 1.513009 4.189444 3.324349 0.0 0.2 0.0 0.4614
H 1.663451 2.142851 -1.568983 0.0 0.0 0.1 -0.0998
H -0.088838 -1.782771 2.556948 -0.1 -0.2 -0.1 0.3083
H 2.876742 -3.825965 -4.198710 -0.2 -0.3 0.5 0.3373
C 3.597078 -3.197648 -3.686071 0.7 1.7 -1.2 -0.9058
S -4.421518 -3.170449 -3.703827 -0.3 -0.4 0.4 0.4873
C 1.270087 5.024428 -2.069995 0.1 0.3 -0.6 0.1953
H 1.024829 -0.438933 0.992897 0.3 -0.2 -0.3 -0.1612
H 0.662982 0.448665 7.884054 -0.1 -0.5 0.1 0.3784
H -5.519377 -1.781107 1.004205 0.0 -0.2 -0.1 0.4370
H -1.575521 -1.922793 1.582855 0.3 -0.3 -0.5 0.2221
C -2.708699 -2.946075 -3.202765 0.0 0.6 -0.4 -0.5323
H -2.163099 -2.456795 -4.013294 0.0 -0.1 0.0 0.2347
H -3.854881 -1.237787 -5.073045 -0.1 -0.3 -0.2 0.3419
O -0.977627 -1.572890 8.218336 -0.1 -0.2 0.1 -0.6715
C -5.489719 0.927684 0.268015 0.2 -0.1 -0.1 -0.6996
H 0.310688 4.778288 -3.949243 0.0 0.2 0.1 0.4819
H -4.065114 7.901611 0.453100 -0.4 -0.2 -0.2 0.4016
Br 1.176715 1.340837 3.409154 0.1 -0.1 0.0 -0.1519
H -6.032341 -0.706837 -1.028223 0.0 0.3 -0.3 0.3180
H 2.725294 1.411218 -2.757537 0.2 0.1 0.0 0.2790
H -4.355752 -0.115560 -1.255457 -0.2 0.1 -0.1 0.0525
H -4.206977 5.364044 0.901005 -0.2 0.2 -0.4 0.2985
C 1.469237 -1.550925 -4.140404 0.1 -0.6 -1.1 -0.9770
C -3.553827 7.176018 -0.186150 0.2 0.6 0.4 -1.2989
C 0.571581 4.015238 2.814512 0.1 -0.2 0.0 -0.4193
H -4.282626 -2.320842 -0.137362 0.1 0.0 0.0 0.2861
H 3.709061 -3.086915 1.489689 -0.3 0.0 0.1 -0.2809
Br -0.552992 5.575490 3.065298 0.0 0.0 0.1 -0.1974
H 3.096421 3.016743 -2.071785 0.1 0.0 -0.1 0.5002
H 4.673861 -5.085688 1.230842 0.0 0.0 -0.1 0.2630
H 5.608764 0.202326 1.408010 -0.3 0.0 0.1 0.4182
S 2.910833 -1.624777 -3.095037 -0.4 -1.1 1.1 0.4387
C 0.184164 -2.392361 5.979642 0.4 -0.4 -0.6 -0.6228
C -0.404886 1.060340 -0.329204 -0.4 0.8 -0.1 -0.4497
C -5.138882 -0.335041 -0.527177 0.3 -0.5 0.3 0.0212
H 1.789657 -6.129826 0.079052 0.1 -0.2 -0.2 0.5346
C -4.662568 -1.458110 0.402970 -0.6 0.4 0.5 -1.1594
H -0.439840 -3.048704 5.371993 -0.3 0.1 0.3 0.3286
H 0.723207 -3.001605 6.705103 -0.1 0.2 0.2 0.3583
N 4.085411 -1.028630 3.812381 0.0 0.0 0.1 -0.5304
H -0.521862 2.914060 4.354170 0.2 0.0 0.1 0.5479
H -6.205152 0.659831 1.047926 -0.1 0.2 -0.1 0.3348
H 2.308652 -4.483949 0.413987 0.0 0.1 -0.2 0.1149
S 3.892968 -5.543937 -0.971378 0.2 0.6 0.2 0.6079
H -5.632119 -1.516498 -4.906348 0.0 -0.2 -0.2 0.3570
H 2.826767 -1.643334 0.951112 -0.2 0.0 0.3 -1.0346
N -3.077188 4.398322 -2.508280 0.0 0.1 0.0 -0.6862
H -2.609403 7.691210 -0.393659 0.1 -0.3 -0.2 0.3144
H 4.086775 -6.755963 1.102733 0.1 -0.1 -0.1 0.3515
H 5.819724 -2.153077 0.534874 -0.2 -0.3 0.5 0.3984
O 3.855011 -6.750174 -1.812998 0.0 -0.6 -0.4 -0.6814
C 4.869249 -1.626815 0.444194 0.3 1.4 -0.7 0.0054
C -3.299947 5.906641 0.614168 -0.4 0.3 0.4 -0.4998
O 2.379920 -2.014749 -1.737086 0.0 0.6 0.0 -0.2721
H -2.305678 3.978573 0.494598 0.0 -0.1 -0.1 -0.4931
H -4.709931 -0.830499 -3.596250 0.0 -0.1 0.0 0.2223
H 0.139498 1.053088 6.370415 0.0 -0.2 -0.4 0.0317
H -0.932393 2.485842 2.698937 0.1 -0.1 0.0 -0.2136
O -4.431240 -4.169084 -4.791183 0.1 -0.1 -0.3 -0.6364
C -2.767462 4.651339 -1.430563 -0.2 -0.6 -0.2 0.0971
H 5.902521 0.142838 -0.295458 -0.2 0.0 -0.2 0.4001
H -1.329883 5.281337 -0.139150 -0.1 0.2 0.2 0.1559
H -2.709962 -2.291464 -2.329987 0.2 -0.2 0.1 -0.0326
C -0.310670 -0.348734 -0.624763 0.1 -0.8 -0.5 1.4809
H 0.718218 3.916906 1.742983 0.1 0.0 0.0 0.1087
C 0.634868 4.186883 -3.097346 -0.1 -0.4 0.8 0.0667
H -0.253207 3.822516 -2.568531 -0.1 -0.1 -0.3 -0.2074
```
Positions in Å, forces in eV/Å.

Highest occupied orbital energy (eV): -8.7
LUMO level (eV): -0.10